Entry 1:
Computed, not measured: an isolated molecule of C5H8N2O4 in a non-equilibrium geometry, with ωB97M-V with the def2-TZVPD basis set.

```
19
C5H8N2O4 (ωB97M-V with the def2-TZVPD basis set)
C 1.456 0.914 0.281
C -1.340 -0.843 -0.253
C -1.098 0.760 0.033
C -0.489 -1.733 0.726
C 0.285 1.278 -0.593
N 0.740 -0.996 0.801
N 1.604 -1.238 -0.067
O 1.860 1.528 1.240
O 2.242 -0.080 -0.241
O 1.748 -2.132 -0.839
O 0.082 2.732 -0.808
H -2.400 -0.969 -0.223
H -0.833 -1.000 -1.358
H -1.929 1.297 -0.425
H -1.091 1.026 1.130
H -1.030 -1.766 1.660
H -0.287 -2.880 0.533
H 0.381 0.973 -1.649
H 0.099 3.128 0.053
```

Output
HOMO = -10.58 eV
HOMO-LUMO gap = 10.75 eV
SMILES = O=C1O/[N+]([O-])=N/CCC[C@H]1O
energy above the lowest of the compared OMol25 structures with the same formula, charge and spin = 138.94 kcal per mole

These are the Löwdin partial charges, in e, on atoms 1 to 8:
1. C -0.445
2. C -0.119
3. C -0.094
4. C -0.176
5. C -0.233
6. N 0.069
7. N -0.332
8. O 0.163

Entry 2:
Computed, not measured: an isolated ion of composition C5H8N2O4S and charge +2 in a non-equilibrium geometry, with ωB97M-V with the def2-TZVPD basis set.

```
20
C5H8N2O4S (ωB97M-V with the def2-TZVPD basis set)
C 0.913 0.071 0.476
C 0.361 -1.075 -0.003
C -1.107 -1.238 -0.215
C -2.013 -0.224 -0.176
C -0.930 1.777 -0.232
N 0.109 1.397 0.749
N 1.068 -2.227 -0.173
O -1.597 -2.475 -0.184
O -4.208 0.881 -0.617
O -4.264 -1.122 1.049
O -1.729 2.718 0.055
S -3.779 -0.288 -0.026
H 1.853 0.199 0.845
H -0.728 1.522 -1.300
H -0.373 1.367 1.605
H 0.910 1.966 0.877
H 0.764 -2.962 -0.793
H 1.821 -2.418 0.515
H -1.029 -3.163 0.385
H -2.494 2.897 -0.582
```

Output
net charge = +2
HOMO (alpha / beta) = -17.39 / -17.39 eV
HOMO-LUMO gap (alpha / beta) = 6.98 / 6.98 eV

These are the Löwdin partial charges, in e, on atoms 1 to 8:
1. C 0.098
2. C -0.231
3. C -0.305
4. C -0.074
5. C -0.124
6. N 0.174
7. N 0.162
8. O 0.082

Entry 3:
Computed, not measured: an isolated molecule of C5H8N2OS in a non-equilibrium geometry, with ωB97M-V with the def2-TZVPD basis set.

```
17
C5H8N2OS (ωB97M-V with the def2-TZVPD basis set)
C 0.102 0.871 -1.361
C -1.489 -0.382 0.595
C -0.549 1.862 -0.837
C 0.022 -0.303 0.438
C 2.573 -0.946 1.080
N 0.797 0.019 -0.499
N -2.348 -0.806 -0.418
O -1.987 0.035 1.624
S 0.808 -1.151 1.736
H 0.579 0.899 -2.331
H -0.675 1.821 0.241
H -1.213 2.544 -1.490
H 3.169 -1.946 0.983
H 3.248 -0.404 1.728
H 2.327 -0.467 0.127
H -2.026 -0.970 -1.355
H -3.338 -0.674 -0.262
```

Output
HOMO = -8.72 eV
HOMO-LUMO gap = 9.04 eV
SMILES = C=C/N=C(/SC)C(N)=O
energy above the lowest of the compared OMol25 structures with the same formula, charge and spin = 76.77 kcal per mole

These are the Löwdin partial charges, in e, on atoms 1 to 8:
1. C -0.245
2. C -0.555
3. C 0.018
4. C -0.606
5. C -0.324
6. N -0.019
7. N 0.169
8. O 0.044

Entry 4:
Computed, not measured: an isolated ion of composition C5H8N2PS and charge +1 in a non-equilibrium geometry, with ωB97M-V with the def2-TZVPD basis set.

```
17
C5H8N2PS (ωB97M-V with the def2-TZVPD basis set)
C 0.313 1.945 0.146
C 0.430 -0.558 0.764
C -0.872 -1.489 -1.139
C -0.624 -2.543 0.015
C 0.795 3.377 0.319
N -0.766 -0.196 -0.531
N 0.333 -1.879 0.876
P -0.977 1.372 -0.890
S 1.294 0.852 1.065
H -0.063 -1.489 -1.932
H -1.798 -1.838 -1.603
H -1.405 -2.770 0.598
H -0.248 -3.442 -0.439
H 0.802 3.676 1.311
H 0.184 4.078 -0.121
H 1.758 3.403 -0.026
H 0.846 -2.499 1.587
```

Output
net charge = +1
HOMO (alpha / beta) = -12.08 / -12.08 eV
HOMO-LUMO gap (alpha / beta) = 7.90 / 7.90 eV
energy above the lowest of the compared OMol25 structures with the same formula, charge and spin = 45.84 kcal per mole

These are the Löwdin partial charges, in e, on atoms 1 to 8:
1. C -0.816
2. C -0.393
3. C -0.193
4. C -0.101
5. C -0.162
6. N -0.361
7. N 0.020
8. P 1.026

Entry 5:
Computed, not measured: C5H8N2S as an isolated structure in a non-equilibrium geometry, with ωB97M-V with the def2-TZVPD basis set.

```
16
C5H8N2S (ωB97M-V with the def2-TZVPD basis set)
C 1.074 1.941 -0.582
C 0.659 0.674 0.042
C 1.309 -0.029 1.302
C -0.189 -1.593 -0.590
C -0.629 -0.084 -0.421
H 0.240 1.869 -1.648
H 0.750 2.902 0.214
H 2.323 2.255 -0.749
H 1.876 0.498 1.986
H 0.283 -0.597 1.779
H -0.987 -2.418 -0.415
H -0.775 0.169 -1.447
H -1.691 0.347 1.521
N 1.771 -0.409 -0.156
N 1.082 -1.698 -0.226
S -2.208 0.267 0.183
```

Output
HOMO = -9.12 eV
HOMO-LUMO gap = 9.71 eV
energy above the lowest of the compared OMol25 structures with the same formula, charge and spin = 159.52 kcal per mole

These are the Löwdin partial charges, in e, on atoms 1 to 8:
1. C -0.093
2. C -0.527
3. C -0.027
4. C -0.122
5. C -0.758
6. H 0.162
7. H 0.125
8. H 0.148

Entry 6:
Computed, not measured: an isolated ion of composition C5H8N2S and charge +2 in a non-equilibrium geometry, with ωB97M-V with the def2-TZVPD basis set.

```
16
C5H8N2S (ωB97M-V with the def2-TZVPD basis set)
C -1.640 1.274 -0.090
C -2.109 0.006 -0.171
C 0.088 -0.124 0.227
C -1.187 -2.148 0.070
C 2.838 0.506 -0.068
N -0.278 1.271 0.074
N -1.099 -0.868 0.022
S 1.622 -0.796 -0.110
H -2.211 2.205 -0.043
H -2.989 -0.313 -0.568
H -0.339 -2.754 0.383
H -2.123 -2.649 -0.117
H 3.829 0.095 -0.241
H 2.776 1.135 0.872
H 2.667 1.247 -0.874
H 0.155 1.913 0.634
```

Output
net charge = +2
HOMO (alpha / beta) = -18.37 / -18.37 eV
HOMO-LUMO gap (alpha / beta) = 6.71 / 6.71 eV
energy above the lowest of the compared OMol25 structures with the same formula, charge and spin = 0.00 kcal per mole

These are the Löwdin partial charges, in e, on atoms 1 to 8:
1. C 0.050
2. C 0.011
3. C -0.352
4. C 0.308
5. C -0.293
6. N 0.161
7. N -0.076
8. S 1.173

Entry 7:
Computed, not measured: a 2-piece molecular cluster, C5H8N3 overall in a non-equilibrium geometry, with ωB97M-V with the def2-TZVPD basis set.

```
16
C5H8N3 (ωB97M-V with the def2-TZVPD basis set)
C -0.217 1.842 1.601
C 1.555 0.146 -1.065
C -0.733 0.114 -1.089
C -0.172 -0.449 0.249
C -0.900 -1.313 1.172
N -0.706 2.848 1.885
N 0.494 0.594 -1.709
N 1.211 -0.477 0.115
H 2.594 0.422 -1.142
H -1.116 -0.735 -1.676
H -1.421 1.031 -0.988
H -0.440 -2.298 1.076
H -1.922 -1.359 0.971
H -0.585 -0.925 2.249
H 0.507 1.351 -2.513
H 1.850 -0.794 0.864
```

Output
net charge = +1
spin multiplicity = 3
HOMO (alpha / beta) = -11.68 / -15.88 eV
HOMO-LUMO gap (alpha / beta) = 7.64 / 7.85 eV
energy above the lowest of the compared OMol25 structures with the same formula, charge and spin = 32.22 kcal per mole

These are the Löwdin partial charges, in e, on atoms 1 to 8:
1. C -0.004
2. C -0.053
3. C -0.077
4. C -0.331
5. C -0.025
6. N 0.099
7. N 0.056
8. N 0.131

Entry 8:
Computed, not measured: an isolated ion of composition C5H8N3O and charge +1 in a non-equilibrium geometry, with ωB97M-V with the def2-TZVPD basis set.

```
17
C5H8N3O (ωB97M-V with the def2-TZVPD basis set)
C 1.097 -1.454 -0.396
C 1.347 -0.085 -0.347
C -0.785 0.619 -0.119
C -1.985 -0.101 0.169
C 1.004 2.129 0.143
N 0.030 -2.034 0.011
N 0.441 0.881 -0.050
N -2.598 -1.068 0.526
O -2.049 1.280 0.064
H 1.991 -2.133 -0.515
H 2.385 0.248 -0.516
H 2.043 1.909 0.473
H 0.964 2.784 -0.817
H 0.379 2.680 0.907
H 0.205 -2.953 -0.111
H -0.884 -1.841 -0.227
H -3.587 -0.861 0.807
```

Output
net charge = +1
HOMO (alpha / beta) = -12.89 / -12.89 eV
HOMO-LUMO gap (alpha / beta) = 7.91 / 7.91 eV
SMILES = [H]\N=c1/o/c1=[N+](C)/C=C\N
energy above the lowest of the compared OMol25 structures with the same formula, charge and spin = 113.79 kcal per mole

These are the Löwdin partial charges, in e, on atoms 1 to 8:
1. C -0.115
2. C -0.070
3. C -0.043
4. C -0.340
5. C 0.015
6. N 0.171
7. N -0.091
8. N 0.232